Here is a structure of composition C26H40CuN3O3PSeTe from the OMol25 dataset. Energies are from ωB97M-V/def2-TZVPD.

Last column: Löwdin spin population.
Geometry (Å):
C1 -1.2533 -2.9921 1.4961  0.059
H1 -1.7120 -0.0723 -6.1472  0.000
C2 3.2329 2.1424 -0.5980  0.012
H2 -0.1313 3.6467 2.9981  0.009
O1 -2.7993 -1.2825 -1.6362  0.001
H3 -4.9488 -2.2509 -2.8865  0.000
C3 -0.1934 -5.1133 1.7119  -0.001
H4 3.0557 -0.3724 2.7862  0.001
H5 -2.9919 4.3238 3.8174  0.000
Te1 0.8085 1.4389 1.1769  0.372
C4 -0.8354 3.1413 4.9865  0.000
H6 -0.5677 5.0530 3.9734  0.000
H7 7.3520 1.9380 -0.4722  0.000
H8 -2.2742 4.6882 2.2341  0.000
H9 0.8583 -3.2492 1.8232  0.002
H10 -3.2165 0.8576 -6.0604  0.000
H11 0.1329 2.6460 5.0464  0.000
H12 6.9477 1.1901 -2.0115  0.000
H13 1.9015 3.7873 -0.3265  0.010
C5 -2.1794 1.5712 3.5405  0.001
H14 -2.8842 2.5147 5.3388  0.000
H15 1.3838 -3.0076 -3.2554  0.000
H16 1.2308 -0.3632 -1.7220  0.000
H17 4.9277 2.7740 -1.7339  0.000
Se1 -1.2557 -1.1068 1.4997  0.412
H18 -3.1526 -0.7945 -5.4297  0.000
H19 -1.5867 1.5816 -4.2995  0.000
H20 -3.4804 -3.1020 -1.0615  0.000
P1 -1.4443 -0.4966 -1.9145  -0.002
H21 1.1596 -1.4194 -3.9905  0.000
H22 -3.5941 -2.3533 -4.0218  0.000
O2 -1.3653 -0.3185 -3.5475  0.000
H23 -3.0494 0.8853 -3.5622  0.000
H24 2.6775 -1.7999 -3.1486  0.000
N1 -2.5403 2.2546 0.2148  0.001
H25 2.0862 -1.1343 1.5386  0.000
H26 -4.2379 -3.8243 -3.2952  0.000
H27 -2.9867 0.8332 3.5233  0.002
C6 4.9056 0.1508 0.3671  -0.002
C7 -0.0949 -3.7363 1.6857  0.009
N2 -2.5282 2.6668 2.6342  0.000
C8 -2.1741 0.6624 -4.1830  0.000
O3 -0.3795 -1.6753 -1.7923  0.000
Cu1 -1.0403 1.2913 -0.6535  0.008
H28 -1.2644 1.0705 3.1966  -0.001
C9 6.8491 1.0872 -0.9324  0.001
C10 1.0218 -1.4339 -1.8448  -0.001
H29 1.4649 -1.9686 -0.9986  0.000
H30 -0.9507 3.7587 5.8783  0.000
H31 0.6862 -5.7235 1.8804  0.000
C11 -2.5229 2.4311 1.3633  0.002
H32 -1.6835 1.2445 5.5763  0.000
C12 -2.5939 0.1314 -5.5449  0.000
C13 -2.4311 -5.0605 1.3729  0.003
C14 -2.4544 -3.6797 1.3454  0.020
C15 3.0952 -0.8062 1.7863  0.005
C16 -2.2314 4.0155 3.0925  0.000
H33 5.5473 -0.6344 0.7454  0.000
H34 2.8876 3.8947 -1.7912  0.001
C17 -0.8489 4.0275 3.7338  0.005
C18 -1.9551 2.0937 4.9492  0.000
C19 3.5901 0.2092 0.8055  0.010
H35 -3.3487 -5.6286 1.2535  0.000
C20 1.6010 -1.9479 -3.1506  0.000
C21 2.3421 3.2152 -1.1423  0.013
N3 -1.3307 -5.7753 1.5552  0.002
C22 -4.0258 -2.7741 -3.1200  0.000
C23 2.7566 1.2238 0.3387  0.032
H36 7.3538 0.1774 -0.6183  0.000
C24 -3.0514 -2.6559 -1.9635  0.000
H37 -2.1108 -3.1599 -2.1941  0.000
H38 -3.3844 -3.1433 1.2224  0.004
C25 4.5497 2.0581 -1.0162  -0.001
C26 5.4078 1.0836 -0.5250  0.007
H39 3.7518 -1.6729 1.8106  0.000
H40 1.5204 2.7682 -1.7077  0.001

Atoms 1-3, force components in eV/Å:
0.1575 0.0953 -0.0290
0.0550 -0.0161 -0.0822
-0.1724 0.1363 -0.0533

Results
Expectation value of S²   0.758
DFT total energy   -164793.0171 eV
HOMO (spin up / spin down)   -7.1199 / -7.1252 eV
Charge   0
2S+1   2
Kohn-Sham gap (spin up / spin down)   7.54 / 5.69 eV
LUMO (spin up / spin down)   0.42 / -1.43 eV

***

Here is a structure of composition C26H40F3O18S5V2Zn from the OMol25 dataset. Energies are from ωB97M-V/def2-TZVPD.

Last column: Löwdin spin population.
Geometry (Å):
C1 7.5952 -2.5808 0.1590  0.000
C2 -3.6935 2.6294 2.7383  0.000
O1 5.7783 -2.4022 2.3355  0.003
C3 2.5336 2.7521 -5.5877  0.000
H1 0.2941 -4.3368 2.3932  0.000
C4 -3.7610 3.1197 -3.9457  0.000
C5 2.9280 -6.8296 3.0531  0.001
C6 1.7087 -0.1482 -0.3346  0.001
C7 -5.8731 4.1004 -3.2434  0.000
H2 -0.6067 3.1526 -5.6153  0.000
H3 3.3920 2.0928 -5.7167  0.000
S1 1.7392 -6.0934 1.8034  0.002
S2 -3.6493 2.9254 0.8651  0.000
C8 -0.1728 2.1628 -5.7567  0.000
H4 -2.0384 1.6336 3.8038  0.000
H5 -1.3367 3.3949 -0.0427  0.000
O2 -2.5711 -0.5454 6.1391  0.000
H6 0.6090 -0.9763 5.3112  0.000
C9 -0.9883 -0.6581 0.5457  0.000
C10 -2.1564 2.5690 3.2569  0.000
O3 2.1885 -2.2454 0.8033  0.001
H7 0.0272 0.0841 6.5317  0.000
H8 1.5366 3.6312 -3.8875  0.000
O4 0.9972 3.4979 -7.6358  0.000
O5 -3.5807 1.5373 0.3633  0.000
H9 -6.4539 4.8280 -2.6765  0.000
O6 -3.9893 0.9323 -2.2307  0.000
H10 2.4729 2.1795 -3.5365  0.000
H11 2.4497 -7.8060 3.1314  0.000
O7 2.9039 0.3135 -0.4032  0.010
H12 3.9157 -7.1525 2.7242  0.000
O8 -2.1887 -0.7765 0.7768  0.000
H13 -7.0049 2.2470 -2.6701  0.000
C11 2.8533 -5.9516 4.3587  0.000
H14 -4.3997 1.9044 3.1430  0.000
H15 2.4239 -6.5214 5.1827  0.000
O9 0.8835 -7.1594 1.2374  0.001
C12 -1.1561 2.8455 2.1073  0.000
C13 1.3136 -1.3754 0.5060  0.000
H16 1.1103 1.6012 -1.4308  0.000
O10 6.8172 1.1237 -0.4314  -0.262
H17 2.6472 -3.9602 3.6783  0.000
C14 -1.6545 -1.1026 4.0034  0.000
H18 -0.1354 -1.7518 6.6376  0.000
C15 -4.4088 4.4614 -3.4075  0.000
S3 1.2715 2.2970 -6.8581  0.000
H19 1.6240 -4.3426 5.0213  0.000
H20 -4.1636 5.2467 -4.1225  0.000
O11 1.5964 1.0595 -7.4899  0.000
C16 0.8070 0.7158 -0.8918  0.000
H21 -0.9224 1.5396 -6.2443  0.000
H22 0.8598 0.7737 -4.2908  0.000
Zn1 -3.1924 -0.1227 -0.7573  0.000
O12 4.9575 -3.2659 0.2779  0.016
H23 -2.6850 2.9872 -3.8330  0.000
C17 0.8708 -5.0583 2.9721  0.000
H24 -1.9861 4.5437 1.0223  0.000
O13 -4.5207 3.9230 0.3618  0.000
C18 -6.0503 2.7635 -2.5695  0.000
C19 -1.5872 -0.8239 5.4608  0.000
H25 -4.0020 3.1827 -5.0069  0.000
C20 -0.2052 -0.8528 6.0253  0.000
O14 2.4246 -5.1664 0.9514  0.008
V1 5.2319 0.9755 -0.4109  2.209
F1 8.2144 -1.3673 0.2904  -0.001
C21 -1.9154 3.4656 0.8783  0.000
S4 5.8128 -2.2855 0.8802  0.010
H26 -0.9204 -0.7044 3.3029  0.000
H27 -2.1235 3.2363 4.1182  0.000
H28 -0.0240 -5.5448 3.3605  0.000
O15 -5.3256 1.0254 -4.3958  0.000
H29 -0.6679 1.9001 1.8707  0.000
H30 -4.2494 3.4988 3.0891  0.000
O16 3.8213 -5.1912 -1.2723  -0.439
C22 1.8460 2.6645 -4.2848  0.000
F2 8.2846 -3.4137 0.8552  0.000
H31 3.7852 -5.6245 4.8199  0.000
O17 -1.5639 0.8261 -1.2337  0.001
H32 -2.5712 -0.6224 3.6612  0.000
H33 -0.1134 2.0237 -3.5641  0.000
C23 0.5401 1.8089 -4.4097  0.000
O18 5.5034 -0.9348 0.4085  0.029
C24 1.9842 -4.7321 4.0691  0.000
H34 -0.1130 -2.4838 1.6699  0.000
H35 -5.8397 2.8984 -1.5086  0.000
S5 -4.7459 1.7233 -3.2705  0.000
F3 7.7249 -2.9197 -1.1116  0.000
H36 2.8596 3.7800 -5.7468  0.000
H37 -1.8260 -2.1252 3.6672  0.000
C25 0.1215 -1.6833 0.9838  0.000
C26 -0.5881 0.4131 -0.5864  0.000
V2 3.1038 -3.8537 -0.7324  1.409
H38 -0.4045 3.6187 2.2671  0.000
H39 -6.2493 4.0717 -4.2661  0.000
H40 -3.9886 4.8103 -2.4642  0.000

Atoms 1-3, force components in eV/Å:
1.2088 2.4657 0.0779
0.5449 1.6661 -0.2809
0.8818 -0.0337 -2.3804

Results
Expectation value of S²   3.918
DFT total energy   -226564.8566 eV
HOMO (spin up / spin down)   -13.6707 / -13.8547 eV
Charge   +2
2S+1   4
Kohn-Sham gap (spin up / spin down)   5.10 / 5.89 eV
LUMO (spin up / spin down)   -8.57 / -7.96 eV

***

Here is a structure of composition C26H40MnN8O4SSi from the OMol25 dataset. Energies are from ωB97M-V/def2-TZVPD.

Last column: Löwdin spin population.
Geometry (Å):
C1 -4.7617 0.1784 -2.0892  0.000
H1 -1.8131 -0.0155 -3.8836  0.001
H2 -5.3175 -0.5154 -1.4572  0.000
C2 6.5372 0.5033 -1.2512  -0.009
H3 -2.5002 -1.6983 3.3852  0.000
C3 -2.7208 0.4700 -3.5196  0.001
H4 -0.2932 2.2233 -2.0169  0.001
H5 -1.9643 -4.4831 0.8799  0.000
H6 -4.4657 -2.4348 -2.8385  0.000
H7 -4.3460 -1.6846 1.6520  0.000
N1 2.5763 5.4926 -1.7397  0.003
H8 2.9193 1.8629 1.4739  0.001
C4 -2.4507 3.4807 0.3639  0.000
H9 -1.7792 -3.3766 -0.4972  0.000
C5 2.6352 0.9355 1.9572  0.007
H10 5.4416 -2.3936 -2.6538  -0.001
O1 1.1785 -2.7664 4.8601  0.000
O2 -1.8248 -1.1190 0.9360  0.008
N2 2.0265 4.2542 -1.7690  0.007
H11 5.3007 2.0675 -0.4705  -0.001
H12 -4.0432 -2.3840 0.0497  0.000
C6 -3.8306 -2.4818 1.1137  0.000
O3 -1.9318 1.2567 -0.2787  0.007
C7 5.3979 -1.4312 -2.1626  -0.007
C8 -3.9223 -1.7353 -3.4746  0.000
H13 -5.4175 0.5157 -2.8921  0.000
C9 -0.9085 2.0615 1.7523  0.000
C10 -3.5290 -0.5040 -2.6705  0.000
C11 -1.6037 -3.5015 0.5729  0.001
H14 -3.2847 3.4546 -0.3386  0.000
C12 2.5320 0.8384 3.3313  0.000
H15 -4.2422 1.4839 1.0268  0.000
N3 0.7564 4.0671 -2.0553  -0.001
H16 -0.5294 -3.4488 0.7627  0.001
C13 2.0531 -1.2740 1.6835  0.006
C14 1.5423 -2.7636 3.7041  0.000
C15 1.9499 -1.4670 3.0486  0.000
H17 -3.6005 2.2308 2.4975  0.000
H18 -2.7084 4.1470 1.1871  0.000
H19 2.0356 -3.9206 2.0428  0.000
C16 -2.3258 -2.4064 1.3526  0.000
H20 3.5816 5.4616 -1.8084  0.000
H21 2.7248 1.7017 3.9521  0.000
H22 -0.9360 -2.4315 3.0020  0.000
C17 -3.3663 1.5565 1.6734  0.000
H23 -3.3063 0.8041 -4.3757  0.000
N4 2.6920 3.1950 -1.4445  0.004
N5 1.5900 -3.8814 2.9406  0.000
S1 0.2560 -0.5967 -1.2049  0.127
H24 3.2586 -1.3635 -2.0881  0.000
O4 -2.7123 -0.9886 -1.5870  0.001
H25 7.4626 1.0198 -1.0341  -0.002
C18 2.1782 -0.3784 3.8854  0.003
C19 4.1452 0.4096 -1.2016  -0.147
H26 -2.3577 -3.4606 3.2353  0.000
C20 7.8347 -1.3779 -2.1470  0.002
H27 -4.2140 -3.4405 1.4632  0.000
C21 0.6303 2.7646 -1.8918  0.009
H28 -4.5614 -1.4556 -4.3121  0.000
N6 8.8368 -1.8947 -2.3666  0.012
H29 -4.4690 1.0426 -1.4901  0.000
C22 4.1948 -0.8342 -1.8311  0.020
H30 1.3621 -4.7526 3.3911  0.000
H31 2.1200 6.1149 -2.3895  0.000
H32 1.8260 -2.0632 0.9774  0.001
Si1 -1.7549 -0.3443 -0.4763  0.026
C23 5.3232 1.0876 -0.9301  -0.001
N7 2.3908 -0.0982 1.1454  0.009
H33 -3.1483 0.5700 2.0801  0.000
H34 2.0671 -0.5181 4.9525  0.000
C24 -2.1678 2.0785 0.8880  0.001
Mn1 2.2267 0.2408 -1.0002  3.878
H35 -1.5771 3.8842 -0.1486  0.000
C25 6.5786 -0.7557 -1.8544  0.025
H36 -0.0546 2.4277 1.1751  0.000
H37 -3.0317 -2.2330 -3.8593  0.000
H38 -2.4422 1.3415 -2.9236  0.000
C26 -2.0114 -2.5061 2.8389  0.000
N8 1.7986 2.2202 -1.5192  0.004
H39 -1.0365 2.6946 2.6309  0.000
H40 -0.6991 1.0406 2.0779  0.000

Atoms 1-3, force components in eV/Å:
0.1039 -0.0399 0.0546
-0.0157 0.0170 -0.0100
-0.0030 -0.0027 0.0014

Results
Expectation value of S²   6.134
DFT total energy   -97753.2071 eV
HOMO (spin up / spin down)   -11.4777 / -11.7828 eV
Charge   +1
2S+1   5
Kohn-Sham gap (spin up / spin down)   7.26 / 8.34 eV
LUMO (spin up / spin down)   -4.22 / -3.45 eV

***

Which formula does entry 3 have?
C26H40MnN8O4SSi

***

DFT total energy of number 2 (C26H40F3O18S5V2Zn)?
-226564.8566 eV

***

Which value of DFT total energy does entry 2 give?
-226564.8566 eV

***

2S+1 of number 2 (C26H40F3O18S5V2Zn)?
4